(1)
Here is C2AgLiO4 as an isolated structure at a distorted geometry from the Open Molecules 2025 dataset. Energies are from ωB97M-V/def2-TZVPD.

Last column: Löwdin charge in e.
Element x y z (Å)
C -0.405 -0.301 -0.380  -0.60
O -1.602 -0.641 -0.518  -0.08
O 1.182 1.456 -0.031  -0.15
Ag 2.568 -0.302 0.101  0.80
C -0.053 1.222 -0.117  -0.62
O -0.981 1.907 0.338  0.03
O 0.463 -1.156 -0.013  -0.23
Li -1.172 -2.185 0.618  0.83

Values from the calculation:
HOMO level in eV: -8.46
Total charge: 0
HOMO-LUMO gap in eV: 7.144

=====

(2)
Here is FNO3S in the gas phase at a distorted geometry from the Open Molecules 2025 dataset. Energies are from ωB97M-V/def2-TZVPD.

Last column: Löwdin charge in e.
Element x y z (Å)
F 0.550 -0.850 1.933  -0.31
O -0.895 -0.439 -2.386  0.08
S 0.735 0.456 0.949  0.98
O -0.103 1.420 1.507  -0.35
N -0.125 -0.737 -1.544  -0.06
O -0.163 0.150 -0.459  -0.34

Values from the calculation:
HOMO level in eV: -11.20
Total charge: 0
HOMO-LUMO gap in eV: 10.477

=====

(3)
Here is C19H22BrFeN as an isolated structure at a distorted geometry from the Open Molecules 2025 dataset. Energies are from ωB97M-V/def2-TZVPD.

Last column: Löwdin charge in e.
Element x y z (Å)
H 1.610 2.540 -5.281  0.04
C 1.623 0.878 0.967  -0.20
C -0.233 -1.690 4.397  -0.12
C 2.771 0.676 -4.909  -0.25
H 1.853 2.341 -0.589  0.09
H 1.111 0.407 5.470  0.08
C 0.352 0.624 4.687  -0.10
H 2.266 -1.098 3.765  0.12
N 0.255 -0.477 3.714  -0.29
C 2.462 -0.676 -5.161  -0.26
H 0.601 1.575 4.175  0.09
C 2.217 1.994 0.367  -0.14
H -1.636 -0.291 2.467  0.08
H -2.008 1.937 1.033  0.11
C -1.721 -1.336 0.503  -0.18
C -2.046 0.568 -0.722  -0.18
C 2.087 0.444 2.250  -0.25
H -1.237 -1.506 4.841  0.08
H 3.099 -1.527 -4.943  0.05
C 3.140 1.141 2.865  -0.08
H -0.634 0.786 5.181  0.08
C -1.926 -0.838 -0.806  -0.22
H -2.160 1.245 -1.552  0.12
H -1.546 -2.365 0.771  0.11
Br 1.142 -0.832 -1.760  0.33
C 0.698 0.591 -5.855  -0.24
H 0.658 -1.627 -6.056  0.05
H 1.402 -1.597 2.295  0.12
H -0.350 -2.526 3.674  0.08
C 1.681 1.459 -5.338  -0.24
C 3.249 2.683 1.010  -0.10
C 1.181 -0.728 -5.745  -0.24
H -0.262 0.886 -6.265  0.04
C -1.973 0.932 0.646  -0.17
Fe 0.000 0.000 0.000  0.52
H -1.936 -1.422 -1.710  0.10
H 3.506 0.841 3.839  0.10
H 0.460 -2.005 5.210  0.08
C 1.523 -0.754 3.009  -0.18
C 3.708 2.260 2.256  -0.10
H 3.687 1.048 -4.463  0.05
H 4.501 2.798 2.760  0.09
C -1.777 -0.240 1.401  -0.18
H 3.690 3.556 0.547  0.09

Values from the calculation:
HOMO level (alpha / beta) in eV: -2.36 / -2.31
2S+1: 6
Total charge: -1
HOMO-LUMO gap (alpha / beta) in eV: 4.768 / 3.362

=====

(4)
Here is an isolated ion of composition C4H6NOS and charge +1 at a distorted geometry from the Open Molecules 2025 dataset. Energies are from ωB97M-V/def2-TZVPD.

Last column: Löwdin charge in e.
Element x y z (Å)
N -0.540 2.596 -0.196  0.23
S 0.470 -1.948 1.888  1.04
H 0.427 -2.689 -1.343  0.13
H -0.794 0.867 -1.186  0.12
H 0.500 -3.255 1.578  -0.05
H -1.266 2.913 -0.793  0.14
H 0.216 0.516 1.649  0.09
C 0.332 -1.139 0.475  -0.60
C 0.429 -1.632 -1.025  -0.24
C -0.333 1.305 -0.342  -0.07
C 0.029 0.289 0.617  0.01
H -0.102 3.021 0.545  0.11
O 0.634 -0.845 -1.868  0.09

Values from the calculation:
HOMO level (alpha / beta) in eV: -11.67 / -14.05
2S+1: 3
Total charge: +1
HOMO-LUMO gap (alpha / beta) in eV: 7.947 / 6.394

=====

(5)
Here is C42H37Br3MnN3O3P as an isolated structure at a distorted geometry from the Open Molecules 2025 dataset. Energies are from ωB97M-V/def2-TZVPD.

Last column: Löwdin charge in e.
Element x y z (Å)
H 6.769 1.056 -1.874  0.08
H 6.031 1.112 2.893  0.10
H -4.877 -2.894 0.889  0.10
C -3.819 -3.047 0.718  -0.07
Mn 0.104 0.715 0.559  0.76
H -1.926 5.298 2.708  0.11
H -1.366 -5.316 1.249  0.11
N -0.572 2.265 2.231  0.04
C -3.824 1.669 0.014  -0.29
C -0.112 -2.803 3.911  -0.09
H 2.140 2.306 -3.828  0.09
O 1.871 1.330 1.231  -0.23
H -4.102 -1.388 -4.435  0.10
H -4.043 1.194 -0.942  0.11
C -1.030 2.144 -1.918  -0.14
H 3.489 -3.924 -3.280  0.10
C -1.408 4.381 2.956  -0.04
H -0.051 -3.589 0.091  0.11
C 0.608 -1.861 -1.725  -0.32
C -1.079 -1.034 2.604  -0.15
H -0.201 -3.565 4.675  0.10
C 2.685 -3.344 -2.844  -0.08
C -3.204 -4.215 1.146  -0.08
H -2.512 1.372 1.412  0.04
C 1.080 -2.630 3.226  -0.08
H -1.093 4.876 5.037  0.11
C -3.452 0.670 -4.271  -0.10
C 0.389 -2.617 -2.874  -0.07
N 2.952 1.227 -1.329  0.16
H -5.223 0.490 1.153  0.07
C -3.459 -0.690 -3.915  -0.09
O -2.662 1.018 0.529  -0.15
H 2.967 0.954 -4.626  0.08
H -1.521 3.580 0.965  0.11
N -0.146 1.968 -0.954  -0.19
H 1.621 0.661 -3.503  0.07
C -1.850 -4.408 0.914  -0.07
H -3.612 2.726 -0.188  0.11
C -3.078 -2.069 0.073  -0.10
C 3.449 1.209 -2.549  -0.32
H 3.894 -2.573 -1.245  0.11
C -4.994 1.542 0.977  -0.07
C -0.093 2.055 3.458  -0.19
C 1.878 -1.851 -1.153  -0.10
H 2.046 -1.240 -0.278  0.06
H -2.690 -2.165 -2.598  0.10
H -0.580 -2.620 -3.350  0.10
C -1.192 -1.988 3.605  -0.09
Br 7.878 0.964 0.644  0.75
H 1.933 -3.259 3.451  0.10
H -4.085 1.023 -5.075  0.10
C 5.700 1.097 -1.717  -0.03
H 1.249 -3.934 -4.324  0.10
C 5.194 1.113 -0.400  -0.20
H -2.674 2.605 -3.852  0.11
C -2.646 -1.124 -2.891  -0.13
H 1.366 2.912 -0.359  0.06
C -1.109 -3.435 0.261  -0.08
H -2.131 -2.101 4.136  0.10
C -0.264 2.972 4.477  -0.65
C -1.197 3.421 1.986  -0.12
H -3.780 -4.972 1.661  0.10
H 2.155 -1.526 1.766  0.09
Br 0.433 2.585 6.190  0.76
C 5.411 1.136 2.008  -0.18
C 5.980 1.076 0.769  -0.63
C 1.424 -3.353 -3.428  -0.07
C 3.781 1.186 -0.264  -0.14
P -0.726 -0.908 -0.895  1.11
H -1.964 -0.458 2.359  0.09
C -1.795 1.139 -2.541  -0.25
C -1.784 -0.256 -2.205  -0.30
H -5.879 2.037 0.578  0.08
C 4.025 1.226 2.135  -0.58
H 5.216 1.151 -3.787  0.11
C 0.114 -0.835 1.897  -0.25
C 2.913 -2.590 -1.703  -0.06
C 3.156 1.248 1.045  -0.39
C -0.943 4.157 4.244  -0.09
C 2.492 1.280 -3.701  -0.02
H -4.742 2.002 1.936  0.08
C 4.839 1.148 -2.773  -0.01
O 0.474 3.188 -0.613  -0.08
C -2.658 1.552 -3.592  -0.06
H -3.548 -1.149 -0.247  0.09
H 0.446 1.132 3.625  0.06
H -1.154 3.162 -2.280  0.13
Br 3.231 1.313 3.856  0.82
C 1.190 -1.652 2.245  -0.12
C -1.719 -2.260 -0.170  -0.33

Values from the calculation:
HOMO level (alpha / beta) in eV: -5.27 / -7.38
2S+1: 6
Total charge: 0
HOMO-LUMO gap (alpha / beta) in eV: 5.158 / 7.360

=====

The records above yield energy above the lowest of the compared OMol25 structures with the same formula, charge and spin values of 1.0; 10.6; 0.0; 0.0; 36.2 kcal per mole, respectively.
The records above yield electronic energy values of -14468.417; -21181.316; -125977.423; -18607.029; -305503.150 eV, respectively.